C5H10S2 as an isolated structure in a non-equilibrium geometry. Source: OMol25; level of theory: the ωB97M-V functional and the def2-TZVPD basis.

Output
Frontier orbital gap, eV: 9.26
LUMO level, eV: 0.75
Relative energy (zero: lowest compared OMol25 entry of this formula, charge and spin), kcal/mol: 96.67
Multiplicity: 1
Charge: 0

XYZ file:
```
17
Properties=species:S:1:pos:R:3:forces:R:3
C -0.699954 3.031156 0.243004 0.1701 1.1630 -2.2213
C -0.173796 0.700957 1.315023 -2.9746 -3.2818 2.4625
C 0.701117 -1.386999 -0.352690 1.7854 -0.7000 -0.3193
C -0.447482 -1.832493 -1.160665 -2.8370 1.9580 -3.5809
C 1.693726 -2.303686 -0.187898 -3.6559 -0.7544 -2.4076
H -0.263909 2.636227 -0.810366 -0.9001 0.9816 2.5760
H -1.695519 2.567479 0.422275 0.0376 1.2402 -1.0195
H -0.616370 4.232784 0.272807 -0.5726 -2.9970 0.0065
H 0.117245 0.244779 2.315842 -0.3101 -0.0204 -1.2270
H -1.332754 0.408085 1.204920 2.4580 0.5593 -0.3091
H -0.304142 -2.979759 -1.279561 -1.6973 1.9322 0.5984
H -0.413522 -1.492771 -2.516477 0.1407 -0.5628 4.2519
H -1.551455 -1.123631 -0.762010 3.1723 -3.1155 -1.2469
H 2.539600 -2.065804 0.379592 1.3744 -0.2776 0.4650
H 1.389717 -3.281758 -0.834769 1.8184 1.9286 2.2038
S 0.075856 2.321065 1.668291 1.1133 3.3867 1.2185
S 0.981639 0.324372 0.082680 0.8774 -1.4401 -1.4512
```
Forces are in eV/Å.

***

One molecule with the formula C5H10Se in a non-equilibrium geometry. Source: OMol25; level of theory: the ωB97M-V functional and the def2-TZVPD basis.

Output
Frontier orbital gap, eV: 8.94
LUMO level, eV: 0.92
Relative energy (zero: lowest compared OMol25 entry of this formula, charge and spin), kcal/mol: 6.11
Multiplicity: 1
Charge: 0
SMILES string: C=CCC[Se]C

XYZ file:
```
16
Properties=species:S:1:pos:R:3:forces:R:3
C -1.913504 -0.944368 -1.961851 0.2549 0.7045 0.0181
C -1.313050 0.049634 -1.356037 1.2624 2.8033 1.1375
C 1.779648 0.670402 2.236453 -1.3868 0.6905 0.7933
C -0.653978 -0.022807 -0.011182 3.0354 -1.0067 -0.2103
C 0.941381 -0.721853 -0.252014 -2.8918 0.0609 -0.9028
Se 1.890852 -0.998877 1.387453 0.4916 -2.4908 -0.2165
H -2.250058 -0.771416 -2.969879 -0.3815 -0.6651 -0.0735
H -1.962976 -1.824735 -1.354943 -0.4463 -0.8855 -0.4699
H -1.150389 1.079496 -1.740123 -0.4534 -0.9115 -0.6225
H 0.827367 0.661966 2.938645 2.2978 0.6640 -1.3940
H 2.762652 0.832183 2.690766 -0.5816 -0.0562 0.5635
H 1.780108 1.358084 1.392052 -0.6248 0.5429 0.3854
H -0.570485 0.918115 0.626669 -0.0210 -1.0553 -1.3092
H -1.112934 -0.757938 0.585082 -0.7431 -0.9448 0.9383
H 1.483115 -0.018802 -0.841923 0.4423 0.6382 -0.4892
H 0.912347 -1.701512 -0.923890 -0.2544 1.9117 1.8517
```
Forces are in eV/Å.

***

One molecule with the formula C5H10Si in a non-equilibrium geometry. Source: OMol25; level of theory: the ωB97M-V functional and the def2-TZVPD basis.

Output
Frontier orbital gap (spin up / spin down), eV: 8.03 / 7.90
LUMO level (spin up / spin down), eV: -0.96 / -0.93
Relative energy (zero: lowest compared OMol25 entry of this formula, charge and spin), kcal/mol: 124.01
Multiplicity: 1
Charge: 0

XYZ file:
```
16
Properties=species:S:1:pos:R:3:forces:R:3
C -2.585147 -0.787377 -0.875822 -0.3985 0.5617 0.3888
C -0.240401 0.768884 -0.322903 -4.7982 3.0043 0.5911
C 0.813811 0.042688 -0.221818 1.9794 -1.1054 0.9642
C 0.585738 -1.343262 0.318610 3.0161 -0.0863 0.1208
C 2.174744 0.713069 -0.388455 0.8647 -0.6086 -1.2240
Si -2.039660 0.324560 0.538468 3.5240 -3.1337 -1.1797
H -3.372763 -0.253455 -1.468024 0.5126 -0.2501 0.0382
H 0.337634 -1.208312 1.373834 0.7243 -0.2501 0.2939
H 1.568829 -1.942427 0.160908 -2.1126 0.3914 0.4104
H -0.333554 -1.733699 -0.048809 -0.2319 -0.8723 -0.9295
H 2.681840 0.383138 -1.396898 -1.0719 1.1726 1.6563
H 2.940558 0.477420 0.343688 -0.1684 -0.9133 0.4283
H 2.087872 1.796088 -0.166652 -0.1366 -0.4236 -1.1804
H -1.617981 -0.475089 1.794737 -0.5607 0.5556 -0.7757
H -2.810270 1.393251 0.888483 -1.3447 2.2764 0.6656
H -0.191247 1.844523 -0.529348 0.2023 -0.3185 -0.2683
```
Forces are in eV/Å.

***

C5H11AgN3O3 as an isolated structure in a non-equilibrium geometry. Source: OMol25; level of theory: the ωB97M-V functional and the def2-TZVPD basis.

Output
Frontier orbital gap (spin up / spin down), eV: 7.35 / 5.36
LUMO level (spin up / spin down), eV: -10.38 / -12.37
Multiplicity: 2
Charge: +2
Expectation value of S²: 0.7548

XYZ file:
```
23
Properties=species:S:1:pos:R:3:forces:R:3
N -0.780823 2.398671 0.082555 2.4341 -0.2738 0.1110
C -0.471292 1.147096 -0.638673 -0.3682 -0.2009 -1.4775
N -0.979137 1.342784 -1.992347 -0.0893 -0.7395 0.7422
N 0.976795 1.106539 -0.618538 -0.7373 0.4973 0.0808
C -1.160705 -0.036397 0.124430 1.2847 1.0929 -0.2235
C -0.272471 -0.942884 0.940507 -1.7293 -1.2616 -0.0416
C 0.745121 -1.916251 0.367502 0.7148 1.3671 0.5680
O 1.201186 -2.435066 1.600613 0.1731 -0.0919 -0.0263
C 1.397683 -1.265149 2.348702 0.8938 -0.6226 0.8191
O 2.277147 -1.115522 3.111740 -0.8274 0.1455 -0.2581
O 0.424033 -0.357885 2.000825 0.6752 0.4002 -0.0942
H -0.459906 3.227687 -0.422506 -0.8339 0.4231 -0.1693
H -0.486401 2.418579 1.063485 -0.7257 0.0168 0.4755
H -0.285963 1.207642 -2.714833 0.0067 0.3158 -0.1345
H -1.843011 0.858212 -2.196664 -0.1921 0.3136 -0.1166
H 1.288645 0.346539 -1.209027 0.3003 -0.3841 0.2949
H 1.348669 1.942692 -1.058659 0.1924 0.1258 0.0351
H -1.746865 -0.638618 -0.561351 -0.1906 -0.2021 -0.3201
H -1.892817 0.418612 0.767303 -0.4660 -0.0853 0.4950
H -0.988498 -1.620488 1.403671 -0.4420 -0.2211 0.0751
H 0.421292 -2.688740 -0.364617 0.0007 -0.4924 0.7811
H 1.617377 -1.366844 0.028650 0.1465 0.0425 -1.0542
Ag -0.330060 -2.031209 -2.062770 -0.2205 -0.1654 -0.5621
```
Forces are in eV/Å.

***

One molecule with the formula C5H11B in a non-equilibrium geometry. Source: OMol25; level of theory: the ωB97M-V functional and the def2-TZVPD basis.

Output
Frontier orbital gap, eV: 10.72
LUMO level, eV: 0.79
Relative energy (zero: lowest compared OMol25 entry of this formula, charge and spin), kcal/mol: 51.89
Multiplicity: 1
Charge: 0
SMILES string: C=CCB(C)C

XYZ file:
```
17
Properties=species:S:1:pos:R:3:forces:R:3
B -0.727392 -0.157125 0.206572 0.0751 1.5896 2.5498
C 2.105012 0.716902 -0.476940 -0.9600 -0.9323 1.2149
C 1.796202 -0.380238 0.166246 -1.6314 -1.4696 2.3731
C -1.835122 -1.181206 -0.132064 -0.7241 -1.2211 0.2022
C -0.953987 1.261229 -0.509305 1.6618 -2.4954 -1.9845
C 0.408486 -0.447926 1.344218 3.6267 0.2159 -2.6029
H 2.960995 0.732451 -1.046464 1.7988 0.4308 -1.2746
H 1.483489 1.543808 -0.316047 -0.4121 1.3256 -0.2960
H 2.481948 -1.238486 0.207265 -0.5882 0.1622 -0.2530
H -2.797437 -0.651905 -0.427593 1.0029 -0.8623 0.7658
H -1.957242 -2.088253 0.569182 -0.0411 1.5098 -1.1124
H -1.485096 -1.565181 -1.093333 -0.0283 -0.4284 -0.3182
H -1.903818 1.251229 -0.985560 -0.8404 -0.1014 -0.7013
H -0.158960 1.323893 -1.323538 -1.1685 0.1304 0.7678
H -0.940537 2.145359 0.012225 0.5329 1.9844 1.6898
H 0.499851 -1.469402 1.754955 -0.4481 0.3934 -0.2910
H 1.023611 0.204859 2.050178 -1.8559 -0.2316 -0.7295
```
Forces are in eV/Å.

***

Among the records above, which one has the highest multiplicity? C5H11AgN3O3

***

Which of these has the highest multiplicity? C5H11AgN3O3